(1)
The following is a quantum chemistry calculation of a molecular structure, C11H9Cl16NO2 in a non-equilibrium geometry, from OMol25.

```
39
Properties=species:S:1:pos:R:3:forces:R:3
C -2.0745 3.5286 -1.0123 -0.6 0.4 0.3
Cl -2.1924 1.8383 -0.4849 -1.8 2.9 -0.1
Cl -3.4796 3.7966 -2.0638 0.3 0.4 0.1
Cl -2.1190 4.6753 0.4104 -0.1 -0.9 -0.8
Cl -0.5675 3.7849 -1.8604 -1.0 0.6 -0.8
C -2.3224 -3.4452 1.0398 -0.3 0.0 -0.9
Cl -1.0890 -4.4122 1.7022 0.0 -2.1 1.6
Cl -1.5190 -2.5463 -0.2554 -5.7 -4.9 -3.4
Cl -3.6816 -4.3282 0.3259 0.1 -0.3 0.1
Cl -2.8977 -2.4204 2.2923 -3.4 -4.0 2.1
C -1.5024 0.1468 2.5201 -0.1 0.4 0.4
Cl -0.8651 -1.2140 3.4962 0.8 1.6 1.5
Cl -2.1994 -0.5262 1.0547 -1.8 4.8 1.7
Cl -2.7525 1.0906 3.4324 0.9 -0.5 -0.5
Cl -0.0688 1.1092 2.0352 -1.2 0.0 1.1
C 1.4418 -2.7928 -0.1275 -0.7 -0.9 -0.2
Cl 1.6831 -1.7926 -1.5750 -1.9 -7.2 0.3
Cl 0.6634 -4.3473 -0.5864 1.5 -0.1 -0.6
Cl 2.9904 -3.1406 0.6323 0.0 -0.4 0.1
Cl 0.4372 -1.9095 1.0698 5.5 -1.0 2.9
C -0.3765 -0.1687 -0.6010 0.4 0.2 -2.0
N -0.6390 -0.1425 -2.0771 -1.1 -1.0 0.1
O -0.1404 0.7334 -2.7315 -2.4 -1.2 -2.2
O -1.3251 -1.0368 -2.5687 0.4 0.5 0.5
H 0.7061 -0.0909 -0.5007 -1.5 0.2 0.5
H -0.8127 -1.1064 -0.2568 1.6 2.6 -1.7
H -0.9695 0.6041 -0.1119 2.4 -0.7 -1.0
C 1.5234 1.5459 -1.4294 1.5 3.8 0.2
C 1.5385 2.4823 -0.3665 1.1 -2.4 0.5
C 2.0934 2.0019 0.8193 0.9 1.7 0.0
C 2.6998 0.7694 0.9177 0.3 -1.1 -1.0
C 2.8153 -0.0276 -0.2302 1.3 1.0 2.5
C 2.2460 0.3710 -1.3871 1.2 3.7 -1.3
H 0.8544 1.8096 -2.2352 2.1 0.6 0.4
H 1.1141 3.4740 -0.4188 0.3 -0.4 0.2
H 2.2100 2.7093 1.6270 -0.3 -0.1 0.5
H 3.0289 0.3241 1.8450 0.2 0.4 0.2
H 3.2613 -1.0071 -0.1409 0.4 0.6 0.1
H 2.2873 -0.3400 -2.1989 0.8 2.8 -1.1
```
Forces are in eV/Å.

As for the HOMO energy: -8.89 eV. The LUMO energy is -0.23 eV. The calculation puts the HOMO-LUMO gap at 8.66 eV. Its molecular weight is 754.45 g mol⁻¹.

Atomic partial charges in e from the Mulliken method, atoms 1 to 4: atom 1 (C): 0.367, atom 2 (Cl): 0.135, atom 3 (Cl): -0.112, atom 4 (Cl): -0.108


(2)
The following is a quantum chemistry calculation of a single C3H9NS2 molecule in a non-equilibrium geometry, from OMol25.

```
15
Properties=species:S:1:pos:R:3:forces:R:3
N -1.1272 -1.6559 0.8868 -1.5 2.0 -2.0
C -1.1427 -1.2251 -0.5973 -2.9 -1.9 1.0
C -0.2726 -0.1333 -1.0210 2.6 0.5 2.4
C 0.9152 0.2638 -0.0605 2.2 0.9 -0.5
S 1.3710 2.0589 -0.5136 0.9 -0.7 -0.9
S 1.0598 3.3268 1.0348 0.0 -0.6 1.7
H -1.2294 -0.8717 1.5974 0.8 -1.6 -1.5
H -0.3725 -2.2844 0.9470 1.1 -0.3 1.1
H -2.2392 -1.0146 -0.8857 1.6 0.0 0.6
H -0.9260 -2.0748 -1.2498 0.1 -0.5 0.7
H -0.7106 0.7529 -0.8648 -2.8 3.2 -0.3
H 0.1089 -0.1129 -2.0249 0.1 -0.5 -0.5
H 1.8251 -0.2854 -0.4350 -0.6 0.5 1.1
H 0.9582 0.4880 1.0645 -0.9 -1.6 -1.6
H 1.7820 2.7676 2.1220 -0.4 0.5 -1.4
```
Forces are in eV/Å.

As for the HOMO energy: -8.49 eV. The LUMO energy is 0.54 eV. The calculation puts the HOMO-LUMO gap at 9.03 eV. The relative energy (zero: lowest compared OMol25 entry of this formula, charge and spin) comes out at 49.60 kcal per mole. As for the SMILES: NCCCSS. Its molecular weight is 123.25 g mol⁻¹.

Atomic partial charges in e from the Mulliken method, atoms 1 to 4: atom 1 (N): -0.566, atom 2 (C): -0.633, atom 3 (C): -0.534, atom 4 (C): -0.612


(3)
The following is a quantum chemistry calculation of a molecular structure, C19H43N2OP3PmSe in a non-equilibrium geometry, from OMol25.

```
70
Properties=species:S:1:pos:R:3:forces:R:3
Pm -0.3343 -0.5426 0.2404 1.3 -3.1 -0.1
P -0.3714 2.4933 1.2382 -0.4 2.3 -1.9
P -3.1852 -0.5483 0.0689 -2.1 -0.3 -0.3
P -0.0186 1.1792 -2.1671 -0.2 1.3 -1.1
H 4.5073 -0.0928 0.2573 -0.1 0.4 -0.2
C 4.4507 0.8197 -0.3498 -0.2 0.5 0.3
C 3.9939 1.9786 0.1539 0.0 -0.6 -0.2
H 3.6160 2.0292 1.1819 0.3 0.0 -0.3
C 0.0018 2.5724 2.9997 0.3 -1.0 0.8
C -1.9723 3.3086 1.0883 -0.2 0.0 0.3
C 0.7926 3.6869 0.5281 0.1 -0.1 0.3
C -3.8030 -2.0579 -0.7640 0.6 -0.2 -0.1
C -4.1606 -0.6425 1.6126 0.4 0.1 0.5
C -4.1871 0.7085 -0.8067 0.3 0.2 -0.1
C 1.5391 1.9295 -2.7347 0.6 -0.1 0.2
C -1.2394 2.5106 -2.4325 -0.2 -0.1 0.1
C -0.4335 -0.0430 -3.4709 -0.1 -0.6 0.5
H 4.8589 0.7538 -1.3602 -0.1 0.1 0.3
H 4.0269 2.9188 -0.4108 0.0 -0.4 0.2
H 0.9817 2.1337 3.2348 -0.3 0.1 0.0
H -0.7768 2.1060 3.6211 0.3 0.1 -0.3
H 0.0341 3.6540 3.2182 0.0 -0.3 -0.2
H -2.7831 2.6806 1.4786 0.1 0.2 -0.1
H -2.1924 3.5957 0.0554 0.1 -0.1 0.2
H -1.8895 4.2097 1.7081 -0.3 -0.1 -0.1
H 1.7802 3.2301 0.3775 -0.2 0.2 0.1
H 0.8581 4.4881 1.2707 0.2 0.1 -0.3
H 0.4181 4.0839 -0.4207 0.1 -0.1 0.2
H -4.8534 -2.2232 -0.4945 0.2 0.1 -0.1
H -3.1960 -2.9125 -0.4436 -0.2 0.0 -0.2
H -3.7138 -1.9286 -1.8484 0.0 -0.2 0.2
H -5.1287 -1.1055 1.3835 0.2 0.2 0.1
H -4.3264 0.3654 2.0135 0.0 -0.2 0.0
H -3.6365 -1.2584 2.3526 -0.3 0.0 0.0
H -5.2474 0.4282 -0.7456 0.3 0.1 0.0
H -3.8880 0.7534 -1.8601 -0.2 0.1 0.2
H -4.0426 1.6872 -0.3347 -0.2 -0.1 -0.2
H 1.6170 1.8221 -3.8289 -0.1 0.0 0.4
H 2.3894 1.4154 -2.2596 -0.2 0.3 -0.3
H 1.5856 3.0016 -2.4820 -0.1 -0.4 0.0
H -1.3580 2.6953 -3.5066 0.0 0.0 0.2
H -0.9221 3.4374 -1.9384 -0.1 -0.2 -0.2
H -2.1933 2.1831 -1.9958 0.1 0.2 -0.3
H -0.0176 0.2914 -4.4356 -0.2 -0.1 0.4
H -1.5293 -0.1388 -3.5414 0.4 -0.1 0.0
H 0.0058 -1.0197 -3.1934 -0.2 0.3 -0.4
C 1.5781 -3.5804 -1.3834 1.1 -0.4 -1.4
C 2.8761 -3.0319 -1.3124 -0.7 -0.2 0.2
C 3.9025 -3.5070 -2.1179 -0.2 -0.1 -0.2
C 3.6619 -4.5352 -3.0263 -0.4 0.1 -0.1
C 2.3545 -4.9972 -3.2201 0.1 0.5 0.3
C 1.3148 -4.5094 -2.4174 0.1 0.2 0.5
Se 0.3027 -3.2626 -0.0055 -0.5 1.3 0.1
H -0.4166 1.6830 -0.1575 0.5 -0.1 1.2
H 3.0832 -2.2658 -0.5758 0.1 0.0 0.1
H 4.8853 -3.0622 -2.0306 0.0 -0.1 0.0
H 4.4720 -4.9501 -3.6153 -0.1 0.1 0.0
H 2.1541 -5.7274 -4.0008 0.0 0.1 0.2
H 0.2978 -4.8688 -2.5521 0.2 -0.1 0.0
C 1.8410 -1.9583 3.8182 0.4 -0.2 0.0
N 0.5973 -1.4649 4.4054 -0.5 0.6 -0.9
C -0.3823 -0.9329 3.6753 0.0 -0.3 0.8
N -1.4766 -0.4736 4.3174 0.4 0.1 -0.3
O -0.3242 -0.8569 2.3874 -0.1 0.5 1.0
H 1.6417 -2.6685 3.0118 -0.1 0.1 0.2
H 2.4020 -2.4590 4.6076 -0.1 0.0 -0.1
H 2.4623 -1.1428 3.4335 -0.2 0.0 0.1
H 0.4949 -1.4148 5.4099 0.2 -0.2 -0.1
H -2.2426 -0.1197 3.7600 0.1 -0.2 0.4
H -1.5374 -0.5315 5.3310 -0.3 0.0 -0.5
```
Forces are in eV/Å.

As for the HOMO energy (alpha / beta): -15.03 / -15.03 eV. The LUMO energy (alpha / beta) is -10.58 / -10.63 eV. The calculation puts the HOMO-LUMO gap (alpha / beta) at 4.45 / 4.40 eV. The spin multiplicity is 5. Its molecular weight is 632.45 g mol⁻¹. As for the net charge: +3.

Atomic partial charges in e from the Mulliken method, atoms 1 to 4: atom 1 (Pm): 0.472, atom 2 (P): 1.044, atom 3 (P): 0.903, atom 4 (P): 1.007


(4)
The following is a quantum chemistry calculation of a molecular structure, C16H39F3N3O9SSr in a non-equilibrium geometry, from OMol25.

```
72
Properties=species:S:1:pos:R:3:forces:R:3
Sr -0.6067 0.4228 -0.0370 1.1 0.7 0.1
C 3.0084 -0.2527 0.2647 0.5 1.1 -0.6
O 2.9559 -1.1288 -0.8899 0.1 -0.5 0.0
O 1.8383 0.1599 0.5887 -1.8 -0.2 0.5
C 3.7349 -0.9858 1.4346 0.1 -0.4 0.3
F 5.0434 -0.6514 1.5103 0.2 0.0 -0.1
F 3.2124 -0.7006 2.6351 0.0 0.3 0.1
F 3.6964 -2.3401 1.3542 0.0 -0.1 -0.1
C 4.1699 -1.5860 -1.4505 -0.6 -0.6 -0.1
C 3.8166 -2.7564 -2.3633 -0.3 0.7 -0.6
H 3.2488 -3.5288 -1.8487 0.3 -0.2 0.2
H 3.1566 -2.3816 -3.1582 0.0 0.0 0.1
H 4.7021 -3.1241 -2.8846 0.0 -0.3 0.3
H 4.8374 -1.9538 -0.6709 0.3 0.3 -0.1
H 4.6322 -0.8149 -2.0777 0.2 0.2 0.3
H 3.6524 0.6138 -0.0175 0.6 -0.3 0.0
S -1.7158 2.9589 -1.2816 -1.1 1.9 -0.6
O -1.9843 3.4730 -2.6250 0.3 -0.5 0.2
O -2.5129 1.7058 -1.0238 0.2 -0.5 0.1
O -0.2756 2.5955 -1.1091 0.3 -0.4 0.0
O -2.0792 3.9817 -0.2615 0.1 -0.5 0.0
C 0.3500 3.4039 2.3375 0.7 -0.3 -0.2
C -0.8437 2.6916 2.9300 -0.7 -0.6 -0.8
C -1.6915 3.6028 3.7848 0.2 0.4 0.8
O -2.7419 2.9257 4.4702 -0.2 0.1 -0.1
C -2.3182 2.1323 5.5484 -0.3 -0.1 -0.2
N -1.6085 2.1074 1.7970 -0.8 0.7 0.7
H 0.7968 2.7685 1.5688 -0.1 0.0 0.0
H 1.1571 3.5871 3.0524 -0.2 0.2 0.2
H 0.0681 4.3269 1.8307 -0.1 0.0 0.1
H -0.5583 1.8304 3.5432 0.4 0.2 0.1
H -2.1742 4.4084 3.2314 0.0 -0.2 -0.4
H -1.0331 4.0974 4.5228 -0.1 -0.1 0.0
H -1.7548 1.2595 5.2014 0.2 0.1 0.2
H -3.2183 1.7532 6.0348 0.0 0.1 0.0
H -1.7478 2.7244 6.2726 0.2 -0.1 0.0
H -1.9233 2.9081 1.2073 0.5 -0.2 -0.3
H -2.5167 1.7971 2.1514 0.2 -0.3 0.2
C -3.6805 -3.1385 0.9941 0.2 -0.1 1.2
C -2.6993 -1.9508 1.0742 -0.5 -1.1 -1.3
C -1.5045 -2.2876 1.9419 0.4 0.8 -0.6
O -0.7967 -1.0669 2.1138 -0.4 -0.5 0.5
C 0.2439 -1.1398 3.0709 0.0 0.2 0.1
N -2.2354 -1.5957 -0.2837 -0.6 0.2 -0.8
H -4.4101 -3.0826 1.8080 -0.1 0.0 -0.2
H -3.1434 -4.0775 1.1696 0.0 0.0 -0.2
H -4.1942 -3.2208 0.0414 -0.1 0.2 0.0
H -3.1781 -1.0496 1.4563 -0.1 -0.1 0.1
H -0.8423 -2.9727 1.3934 -0.2 -0.3 0.2
H -1.7981 -2.7283 2.8988 0.0 0.1 0.1
H 0.6773 -0.1441 3.1054 0.3 -0.1 0.0
H 0.9988 -1.8704 2.7798 0.1 0.1 -0.1
H -0.1427 -1.3935 4.0666 -0.1 -0.1 -0.1
H -3.0184 -1.2212 -0.8237 0.0 0.6 0.5
H -2.0106 -2.3658 -0.9120 0.5 -0.5 0.8
C 1.7004 1.0537 -3.1668 -0.1 0.1 0.1
C 0.3854 0.3037 -3.3350 1.5 -0.7 1.4
C 0.3958 -0.3939 -4.6734 0.0 1.1 -0.4
O -0.8233 -1.0503 -4.9110 -0.1 -0.4 0.0
C -0.8434 -1.6868 -6.1652 0.2 0.2 0.0
N 0.3149 -0.7440 -2.2448 -1.0 -0.2 -1.3
H 1.7099 1.8847 -3.8742 0.3 0.0 0.0
H 2.5552 0.3830 -3.3027 0.0 0.1 -0.2
H 1.7821 1.4547 -2.1579 -0.2 0.1 0.0
H -0.4099 1.0265 -3.1514 -0.3 -0.2 -0.5
H 1.2436 -1.0949 -4.7205 -0.1 -0.1 0.1
H 0.5891 0.3652 -5.4520 -0.2 -0.1 0.0
H -1.7017 -2.3537 -6.1804 0.0 0.0 -0.1
H 0.0856 -2.2464 -6.3386 -0.1 -0.2 0.1
H -0.9168 -0.9493 -6.9749 -0.1 0.0 0.0
H -0.2980 -1.4311 -2.6905 -0.2 -0.1 0.5
H 1.1927 -1.2469 -2.1284 0.3 0.5 0.1
```
Forces are in eV/Å.

As for the HOMO energy: -4.68 eV. The LUMO energy is 2.08 eV. The calculation puts the HOMO-LUMO gap at 6.76 eV. Its molecular weight is 594.18 g mol⁻¹. As for the net charge: -1.

Atomic partial charges in e from the Mulliken method, atoms 1 to 4: atom 1 (Sr): 1.655, atom 2 (C): -0.693, atom 3 (O): 0.029, atom 4 (O): -0.368


(5)
The following is a quantum chemistry calculation of 2 unconnected molecules or ions with the total composition C4H12NO2 in a non-equilibrium geometry, from OMol25.

```
19
Properties=species:S:1:pos:R:3:forces:R:3
C 0.1109 -0.1514 0.5212 -0.2 -0.1 0.1
N -0.0718 0.3450 -0.8404 0.5 0.0 0.5
C -0.5442 1.7678 -0.8224 0.1 0.2 -0.5
O -1.7589 1.9895 -0.3092 -0.2 -0.3 -0.3
C 1.5793 -0.4521 0.8190 -0.3 -0.1 0.2
C 2.0126 -1.7419 0.0963 0.3 1.5 -0.4
H -0.4291 -1.0771 0.7718 -0.2 0.0 -0.5
H -0.3651 0.5629 1.1981 0.4 0.2 0.2
H -0.7238 -0.2241 -1.3545 -0.3 0.0 0.0
H -0.3916 2.0661 -1.8940 -0.3 0.1 0.1
H 0.2387 2.3500 -0.2801 0.2 -0.3 0.1
H 2.2045 0.3858 0.5065 0.0 0.1 0.0
H 1.6796 -0.5431 1.9063 0.2 -0.2 0.0
H 1.2339 -2.4886 0.2132 0.3 -0.5 0.2
H 3.0324 -2.0109 0.3772 -0.2 -0.6 0.3
H 2.0994 -1.4912 -0.9651 -0.3 -0.1 -0.1
H -2.7236 0.6110 -0.3703 0.4 0.2 0.4
H -3.9175 0.2785 0.4746 -0.4 0.1 0.4
O -3.2657 -0.1761 -0.0482 0.1 -0.2 -0.6
```
Forces are in eV/Å.

As for the HOMO energy: -3.14 eV. The LUMO energy is 3.98 eV. The calculation puts the HOMO-LUMO gap at 7.11 eV. The relative energy (zero: lowest compared OMol25 entry of this formula, charge and spin) comes out at 7.83 kcal per mole. Its molecular weight is 106.14 g mol⁻¹. As for the net charge: -1.

Atomic partial charges in e from the Mulliken method, atoms 1 to 4: atom 1 (C): -0.679, atom 2 (N): -0.387, atom 3 (C): -0.597, atom 4 (O): -0.909


(6)
The following is a quantum chemistry calculation of a single CH3BrO molecule in a non-equilibrium geometry, from OMol25.

```
6
Properties=species:S:1:pos:R:3:forces:R:3
C -0.2688 -0.4305 -0.1465 2.7 -2.3 2.2
O 0.8421 0.0539 0.5867 0.1 3.9 0.0
Br 0.7585 2.1307 0.3582 0.4 -2.9 0.4
H -0.2725 -1.4487 0.3327 -0.9 0.6 -0.8
H 0.0178 -0.4775 -1.1356 0.2 -0.3 -2.4
H -1.0771 0.1721 0.0045 -2.6 1.0 0.5
```
Forces are in eV/Å.

As for the HOMO energy: -10.39 eV. The LUMO energy is -1.69 eV. The calculation puts the HOMO-LUMO gap at 8.70 eV. The relative energy (zero: lowest compared OMol25 entry of this formula, charge and spin) comes out at 51.33 kcal per mole. As for the SMILES: COBr. Its molecular weight is 110.94 g mol⁻¹.

Atomic partial charges in e from the Mulliken method, atoms 1 to 4: atom 1 (C): -0.421, atom 2 (O): -0.363, atom 3 (Br): 0.040, atom 4 (H): 0.197


Please write out number 1 again, unchanged.
The following is a quantum chemistry calculation of a molecular structure, C11H9Cl16NO2 in a non-equilibrium geometry, from OMol25.

```
39
Properties=species:S:1:pos:R:3:forces:R:3
C -2.0745 3.5286 -1.0123 -0.6 0.4 0.3
Cl -2.1924 1.8383 -0.4849 -1.8 2.9 -0.1
Cl -3.4796 3.7966 -2.0638 0.3 0.4 0.1
Cl -2.1190 4.6753 0.4104 -0.1 -0.9 -0.8
Cl -0.5675 3.7849 -1.8604 -1.0 0.6 -0.8
C -2.3224 -3.4452 1.0398 -0.3 0.0 -0.9
Cl -1.0890 -4.4122 1.7022 0.0 -2.1 1.6
Cl -1.5190 -2.5463 -0.2554 -5.7 -4.9 -3.4
Cl -3.6816 -4.3282 0.3259 0.1 -0.3 0.1
Cl -2.8977 -2.4204 2.2923 -3.4 -4.0 2.1
C -1.5024 0.1468 2.5201 -0.1 0.4 0.4
Cl -0.8651 -1.2140 3.4962 0.8 1.6 1.5
Cl -2.1994 -0.5262 1.0547 -1.8 4.8 1.7
Cl -2.7525 1.0906 3.4324 0.9 -0.5 -0.5
Cl -0.0688 1.1092 2.0352 -1.2 0.0 1.1
C 1.4418 -2.7928 -0.1275 -0.7 -0.9 -0.2
Cl 1.6831 -1.7926 -1.5750 -1.9 -7.2 0.3
Cl 0.6634 -4.3473 -0.5864 1.5 -0.1 -0.6
Cl 2.9904 -3.1406 0.6323 0.0 -0.4 0.1
Cl 0.4372 -1.9095 1.0698 5.5 -1.0 2.9
C -0.3765 -0.1687 -0.6010 0.4 0.2 -2.0
N -0.6390 -0.1425 -2.0771 -1.1 -1.0 0.1
O -0.1404 0.7334 -2.7315 -2.4 -1.2 -2.2
O -1.3251 -1.0368 -2.5687 0.4 0.5 0.5
H 0.7061 -0.0909 -0.5007 -1.5 0.2 0.5
H -0.8127 -1.1064 -0.2568 1.6 2.6 -1.7
H -0.9695 0.6041 -0.1119 2.4 -0.7 -1.0
C 1.5234 1.5459 -1.4294 1.5 3.8 0.2
C 1.5385 2.4823 -0.3665 1.1 -2.4 0.5
C 2.0934 2.0019 0.8193 0.9 1.7 0.0
C 2.6998 0.7694 0.9177 0.3 -1.1 -1.0
C 2.8153 -0.0276 -0.2302 1.3 1.0 2.5
C 2.2460 0.3710 -1.3871 1.2 3.7 -1.3
H 0.8544 1.8096 -2.2352 2.1 0.6 0.4
H 1.1141 3.4740 -0.4188 0.3 -0.4 0.2
H 2.2100 2.7093 1.6270 -0.3 -0.1 0.5
H 3.0289 0.3241 1.8450 0.2 0.4 0.2
H 3.2613 -1.0071 -0.1409 0.4 0.6 0.1
H 2.2873 -0.3400 -2.1989 0.8 2.8 -1.1
```
Forces are in eV/Å.

As for the HOMO energy: -8.89 eV. The LUMO energy is -0.23 eV. The calculation puts the HOMO-LUMO gap at 8.66 eV. Its molecular weight is 754.45 g mol⁻¹.

Atomic partial charges in e from the Mulliken method, atoms 1 to 4: atom 1 (C): 0.367, atom 2 (Cl): 0.135, atom 3 (Cl): -0.112, atom 4 (Cl): -0.108


Please write out number 2 again, unchanged.
The following is a quantum chemistry calculation of a single C3H9NS2 molecule in a non-equilibrium geometry, from OMol25.

```
15
Properties=species:S:1:pos:R:3:forces:R:3
N -1.1272 -1.6559 0.8868 -1.5 2.0 -2.0
C -1.1427 -1.2251 -0.5973 -2.9 -1.9 1.0
C -0.2726 -0.1333 -1.0210 2.6 0.5 2.4
C 0.9152 0.2638 -0.0605 2.2 0.9 -0.5
S 1.3710 2.0589 -0.5136 0.9 -0.7 -0.9
S 1.0598 3.3268 1.0348 0.0 -0.6 1.7
H -1.2294 -0.8717 1.5974 0.8 -1.6 -1.5
H -0.3725 -2.2844 0.9470 1.1 -0.3 1.1
H -2.2392 -1.0146 -0.8857 1.6 0.0 0.6
H -0.9260 -2.0748 -1.2498 0.1 -0.5 0.7
H -0.7106 0.7529 -0.8648 -2.8 3.2 -0.3
H 0.1089 -0.1129 -2.0249 0.1 -0.5 -0.5
H 1.8251 -0.2854 -0.4350 -0.6 0.5 1.1
H 0.9582 0.4880 1.0645 -0.9 -1.6 -1.6
H 1.7820 2.7676 2.1220 -0.4 0.5 -1.4
```
Forces are in eV/Å.

As for the HOMO energy: -8.49 eV. The LUMO energy is 0.54 eV. The calculation puts the HOMO-LUMO gap at 9.03 eV. The relative energy (zero: lowest compared OMol25 entry of this formula, charge and spin) comes out at 49.60 kcal per mole. As for the SMILES: NCCCSS. Its molecular weight is 123.25 g mol⁻¹.

Atomic partial charges in e from the Mulliken method, atoms 1 to 4: atom 1 (N): -0.566, atom 2 (C): -0.633, atom 3 (C): -0.534, atom 4 (C): -0.612